Below is a cluster of 3 separate species, C35H65FN3O7S in total, with properties calculated with wB97M-V/def2-TZVPD.

net charge: +1
electronic energy: -2561.32900 a.u.

Each line ends with the Mulliken charge.
Atoms and positions in Å:
C1 0.47106 -8.93284 2.38210  -1.13
C2 -1.00305 -9.17366 1.91371  -0.44
C3 -1.84041 -7.87881 2.08713  -0.70
C4 -2.20518 -7.18238 0.73175  -0.43
C5 -0.99630 -7.07474 -0.23364  -0.44
C6 -0.89597 -5.71680 -0.96320  -0.31
C7 -2.21899 -5.24118 -1.61480  -0.52
C8 -1.94023 -4.24925 -2.76605  -1.18
C9 -1.07933 -3.01109 -2.36558  0.81
C10 0.13544 -2.81049 -3.29976  -1.09
C11 0.77404 -1.40001 -3.24235  -0.66
C12 1.65410 -1.15879 -1.98058  -0.13
C13 2.35056 0.21811 -1.99460  -0.93
C14 1.52748 1.46659 -1.54196  -0.45
O1 0.30569 1.09646 -0.84294  0.20
C15 0.00081 2.03059 0.07328  -0.53
O2 0.13062 3.21226 -0.09986  -0.62
C16 -0.57518 1.50223 1.39338  1.06
C17 0.01350 1.84168 2.62982  -0.01
C18 1.24892 2.73121 2.72670  -0.63
C19 2.48103 1.80893 2.52286  0.08
O3 3.47875 1.96603 3.15569  -0.52
O4 2.31423 0.85635 1.52977  -0.02
C20 2.58323 -0.46464 1.92672  0.64
C21 2.69262 -0.91772 3.38195  -1.04
O5 2.68749 -1.27583 1.05542  -0.47
C22 -0.52778 1.32838 3.76294  -0.49
N1 -1.59296 0.50919 3.71367  0.15
C23 -2.15273 0.16675 2.57108  -0.39
C24 -3.32292 -0.80304 2.58604  -0.17
F1 -3.92345 -0.80571 3.83937  -0.39
C25 -2.76531 -2.22367 2.22102  -0.33
C26 -1.25114 -2.39460 2.52571  -0.94
C27 -1.68339 0.65333 1.33191  0.40
S1 -2.47472 0.19417 -0.19481  -0.01
H1 0.89323 -9.90644 2.68496  0.35
H2 1.10525 -8.57536 1.56055  0.29
H3 0.54081 -8.27492 3.25729  0.29
H4 -0.95990 -9.51679 0.87193  0.26
H5 -1.37089 -10.00275 2.53458  0.40
H6 -1.31021 -7.12956 2.69738  0.27
H7 -2.78180 -8.11681 2.60789  0.36
H8 -2.65803 -6.21260 0.98365  0.19
H9 -2.96171 -7.83805 0.27187  0.24
H10 -1.02699 -7.87332 -0.99057  0.38
H11 -0.06562 -7.21797 0.33495  0.12
H12 -0.08482 -5.72757 -1.70956  0.27
H13 -0.60929 -4.95813 -0.21526  0.06
H14 -2.90743 -4.82930 -0.86090  0.26
H15 -2.74394 -6.11968 -2.03147  0.38
H16 -2.90763 -3.87879 -3.13724  0.31
H17 -1.41671 -4.81632 -3.55190  0.48
H18 -0.72694 -3.01743 -1.32133  -0.39
H19 -1.71522 -2.11831 -2.48011  0.20
H20 0.87690 -3.59898 -3.09164  0.18
H21 -0.23551 -3.00442 -4.32143  0.47
H22 1.48187 -1.39265 -4.09238  0.32
H23 0.04120 -0.59893 -3.42387  0.26
H24 2.45996 -1.91085 -2.03324  0.66
H25 1.09088 -1.38856 -1.06643  -0.28
H26 2.78959 0.42285 -2.98016  0.50
H27 3.19465 0.13947 -1.28989  0.33
H28 1.22190 1.98429 -2.46401  0.38
H29 2.18886 2.10754 -0.95072  0.29
H30 1.25680 3.54996 1.99571  0.06
H31 1.26042 3.15311 3.73811  0.64
H32 3.72143 -1.25049 3.55573  0.32
H33 2.05718 -1.81248 3.46453  0.32
H34 2.32552 -0.20502 4.12865  0.33
H35 -0.12333 1.52838 4.75386  0.58
H36 -1.98504 0.10622 4.56268  0.39
H37 -4.09532 -0.51746 1.86681  0.35
H38 -3.29994 -3.00369 2.77343  0.48
H39 -2.87812 -2.30376 1.13371  0.21
H40 -0.60181 -1.94220 1.75759  0.00
H41 -0.95769 -2.05612 3.53112  0.35
H42 -1.02037 -3.46981 2.49217  0.54
H43 -3.77040 0.58820 -0.08737  0.23
C28 0.74273 3.91297 -7.65118  -1.46
C29 0.15281 3.59824 -6.28040  0.35
C30 0.93031 4.22977 -5.11405  -0.70
O6 2.14419 3.57284 -4.79010  -0.28
C31 3.24680 3.92103 -5.61195  -0.78
N2 0.04218 2.14192 -6.13345  -0.70
H44 1.63626 3.32624 -7.86399  0.28
H45 0.01891 3.68231 -8.43335  0.37
H46 0.99789 4.97117 -7.73667  0.35
H47 -0.85707 4.01874 -6.25872  0.41
H48 0.30935 4.15262 -4.21584  0.26
H49 1.10530 5.29995 -5.28106  0.50
H50 3.21091 4.96795 -5.92323  0.34
H51 3.29701 3.26826 -6.48566  0.26
H52 4.15656 3.76192 -5.03248  0.24
H53 -0.44688 1.93508 -5.26595  0.22
H54 0.98008 1.78025 -5.97519  0.34
C32 -0.11858 9.19974 3.18342  -1.41
C33 0.70017 8.04812 2.60902  0.25
C34 0.03562 6.67283 2.78595  -0.40
O7 0.12644 6.14094 4.10377  -0.32
C35 -0.84214 6.64702 5.00924  -0.77
N3 2.04394 8.08360 3.19474  -0.72
H55 -0.05495 9.25380 4.27012  0.28
H56 0.24947 10.15027 2.79729  0.36
H57 -1.17103 9.11326 2.90442  0.34
H58 0.79473 8.22318 1.53323  0.45
H59 0.56358 5.95883 2.14556  0.07
H60 -1.00738 6.68401 2.44448  0.45
H61 -1.79747 6.84759 4.51740  0.36
H62 -0.47427 7.54835 5.50167  0.24
H63 -1.00050 5.89430 5.78272  0.25
H64 2.62328 7.38455 2.73691  0.26
H65 1.96940 7.74685 4.15178  0.32

Cartesian forces (eV/Å) of the 3 atoms listed first:
-0.1 -1.0 -0.2
1.1 0.6 0.8
-0.4 0.1 -0.8

Below is a structure of composition C35H67BBr22GaO5S, with properties calculated with wB97M-V/def2-TZVPD.

net charge: -1
electronic energy: -60726.27167 a.u.

Each line ends with the Mulliken charge.
Atoms and positions in Å:
C1 1.70459 4.01913 5.68250  -0.68
O1 1.80321 2.60016 5.83897  -0.41
B1 1.62099 1.95802 4.60895  1.11
O2 2.74253 1.35359 4.01322  -0.35
Ga1 -0.22183 1.86218 3.53127  -0.94
C2 -1.69144 2.71919 4.66160  0.09
O3 -2.71420 3.48803 3.97674  -0.59
C3 -3.75688 2.68393 3.66596  0.68
C4 -4.33695 1.84327 4.59226  -0.56
C5 -5.38026 1.01868 4.33352  0.95
C6 -5.98932 0.14316 5.40475  -1.59
C7 -5.87211 0.98990 3.05997  -1.26
C8 -5.32202 1.83064 2.12787  -0.61
C9 -4.29580 2.69326 2.38475  -0.51
C10 -3.85112 3.57971 1.22968  0.95
C11 -4.39315 5.02910 1.45392  -1.29
C12 -2.34553 3.65412 1.00330  -1.27
S1 -0.73399 -0.40104 3.05159  0.96
C13 0.70458 -1.45769 2.89446  -1.04
O4 -1.36349 -0.40340 1.71698  -0.58
O5 -1.64270 -1.02671 4.02033  -1.00
H1 1.14956 4.29099 4.77898  0.29
H2 2.70497 4.45720 5.59605  0.21
H3 1.23974 4.41782 6.58644  0.22
H4 2.80917 1.71655 3.12121  0.20
H5 0.07225 2.54945 2.12986  -0.26
H6 -2.10159 1.94287 5.30725  -0.09
H7 -1.18500 3.42364 5.32846  0.29
H8 -3.92871 1.84901 5.59927  0.51
H9 -5.59501 0.43928 6.37665  0.36
H10 -7.06929 0.32473 5.40641  0.38
H11 -5.85720 -0.91760 5.18693  0.26
H12 -6.67598 0.32681 2.75718  0.53
H13 -5.72801 1.80437 1.11288  1.08
H14 -4.27157 3.13821 0.32197  0.45
H15 -4.56228 5.13650 2.52614  0.31
H16 -5.32890 5.13080 0.90371  0.06
H17 -3.66608 5.77709 1.13721  0.39
H18 -1.89031 2.70551 0.71307  -0.20
H19 -2.18387 4.34058 0.16062  0.56
H20 -1.79015 4.06378 1.84138  0.20
H21 1.27718 -1.20251 2.00364  0.26
H22 1.34534 -1.43597 3.77610  0.39
H23 0.32399 -2.47695 2.78371  0.28
Br1 -1.61217 1.56898 -2.81855  -0.18
C14 -1.19980 0.15089 -1.54416  0.47
C15 -2.35998 -0.80473 -1.39454  -0.65
Br2 -3.78074 -0.03647 -0.29585  0.15
H24 -0.92749 0.63243 -0.60783  0.03
H25 -0.31764 -0.36287 -1.96128  -0.43
H26 -2.03973 -1.70026 -0.86679  0.12
H27 -2.81144 -1.08488 -2.34244  0.61
Br3 1.18757 -0.69432 -5.50605  -0.16
C16 2.63972 -1.73680 -4.73713  0.05
C17 2.19820 -2.41944 -3.46605  -0.61
Br4 2.10757 -1.16624 -1.96794  -0.12
H28 3.47546 -1.06006 -4.59120  0.38
H29 2.90576 -2.47310 -5.50643  -0.32
H30 2.92140 -3.17294 -3.16391  0.20
H31 1.21736 -2.87651 -3.55263  0.48
Br5 -7.82642 3.34885 0.51362  -0.02
C18 -8.53882 4.75249 -0.62594  -0.67
C19 -8.04027 4.61217 -2.04094  -0.37
Br6 -6.19592 5.20721 -2.21083  -0.13
H32 -8.26814 5.69885 -0.16765  0.41
H33 -9.62019 4.63192 -0.59056  0.39
H34 -8.61076 5.25207 -2.71140  0.35
H35 -8.07536 3.58772 -2.40232  0.12
Br7 -10.00119 0.73461 -2.53164  -0.20
C20 -8.72341 -0.55628 -1.81773  -0.59
C21 -7.44844 0.11070 -1.38358  -0.02
Br8 -6.33402 0.57773 -2.90942  -0.11
H36 -8.57001 -1.30528 -2.58778  0.41
H37 -9.22485 -1.01061 -0.96557  0.41
H38 -6.84143 -0.57038 -0.78723  0.26
H39 -7.61969 1.02114 -0.82281  -0.21
Br9 7.91036 -5.55839 -2.38101  -0.17
C22 7.41163 -3.69679 -2.08550  -0.54
C23 6.06612 -3.38408 -2.68477  -0.22
Br10 6.19468 -3.19541 -4.61362  -0.15
H40 8.21138 -3.08599 -2.49231  0.38
H41 7.38154 -3.57708 -1.00422  0.15
H42 5.70196 -2.42408 -2.32386  0.06
H43 5.32189 -4.14911 -2.48524  0.44
Br11 5.57095 -1.74629 -10.42602  -0.18
C24 5.99063 -3.18961 -9.17890  -0.39
C25 4.84510 -4.14845 -8.99987  -0.68
Br12 3.46052 -3.40038 -7.85785  -0.01
H44 6.29106 -2.71729 -8.24886  0.20
H45 6.84594 -3.69798 -9.61916  0.38
H46 5.18149 -5.04770 -8.48737  0.40
H47 4.36724 -4.42474 -9.93436  0.34
Br13 2.54769 -2.90312 -11.52634  -0.06
C26 0.82812 -3.48219 -12.22867  -0.57
C27 -0.20967 -3.56192 -11.14105  -0.60
Br14 0.03711 -5.14591 -10.03801  -0.13
H48 0.99172 -4.43214 -12.72759  0.36
H49 0.55215 -2.73047 -12.96567  0.31
H50 -1.20495 -3.66352 -11.56892  0.35
H51 -0.18937 -2.70611 -10.47356  0.37
Br15 -3.13214 -5.22554 0.62135  -0.20
C28 -2.53640 -3.53490 1.39946  0.10
C29 -3.10300 -3.31764 2.77030  0.58
Br16 -4.96866 -2.77300 2.68756  -0.18
H52 -2.81853 -2.75170 0.70552  -0.39
H53 -1.45200 -3.60946 1.44337  0.26
H54 -2.58576 -2.49163 3.26327  -0.57
H55 -3.05779 -4.20163 3.39896  0.53
Br17 6.14841 -2.77444 1.66834  -0.16
C30 6.37991 -0.84014 1.77034  -0.35
C31 5.96350 -0.17747 0.49309  -0.41
Br18 7.31165 -0.43759 -0.87007  -0.14
H56 7.42273 -0.65876 2.02062  0.23
H57 5.74826 -0.51498 2.59078  0.28
H58 5.88387 0.90016 0.62393  0.35
H59 5.02749 -0.55831 0.09570  0.22
Br19 -0.68132 3.82525 9.70017  -0.17
C32 0.34655 2.19933 10.00641  -0.56
C33 0.70920 1.52221 8.71228  -0.15
Br20 -0.80596 0.58111 7.94288  -0.10
H60 -0.24697 1.57091 10.66294  0.38
H61 1.24341 2.52447 10.53047  0.36
H62 1.46317 0.75610 8.88310  0.35
H63 1.06540 2.21119 7.95232  -0.09
Br21 10.24658 1.05668 1.24845  -0.14
C34 11.59608 -0.32591 1.46734  -0.57
C35 11.99068 -0.93626 0.14853  -0.58
Br22 10.64127 -2.17743 -0.50577  -0.11
H64 11.19217 -1.05315 2.16453  0.38
H65 12.44711 0.17743 1.92172  0.34
H66 12.89282 -1.53376 0.26394  0.32
H67 12.14453 -0.19836 -0.63228  0.38

Cartesian forces (eV/Å) of the 3 atoms listed first:
0.2 -0.2 0.4
0.4 0.0 -0.4
-0.3 -0.5 -0.3

Below is a cluster of 10 separate species, C35H70O15 in total, with properties calculated with wB97M-V/def2-TZVPD.

net charge: 0
ΔE to the lowest compared entry with this formula, charge and spin: 13.1728 eV
structure (SMILES): CCOC(C)=O.CCOC(C)=O.CCOC(C)=O.CCOC(C)=O.CCOC(C)=O.CC(C)=O.CC(C)=O.CC(C)=O.CC(C)=O.CC(C)=O
electronic energy: -2503.73081 a.u.

Each line ends with the Mulliken charge.
Atoms and positions in Å:
C1 3.46830 2.53617 5.03553  -1.15
C2 2.98730 3.49517 3.98953  -0.18
O1 2.16130 2.75317 3.10353  0.04
C3 0.98530 3.14817 2.69953  0.49
C4 0.16030 2.12017 1.93253  -1.09
O2 0.53630 4.27617 2.87653  -0.65
H1 3.78630 1.60617 4.76153  0.27
H2 2.50930 2.14917 5.50653  0.25
H3 4.17130 2.91117 5.76353  0.41
H4 2.42430 4.38917 4.54553  0.29
H5 3.79330 3.96217 3.30453  0.19
H6 -0.72370 2.37917 1.82353  1.14
H7 0.12430 1.16117 2.30653  0.39
H8 0.54830 1.97017 0.89853  -0.47
C5 -2.82070 -2.93983 4.53253  -1.32
C6 -1.26770 -3.19783 4.49253  0.07
O3 -0.67070 -2.36183 5.47753  -0.32
C7 0.72130 -2.44383 5.63353  0.75
C8 1.33730 -1.57883 6.63953  -0.87
O4 1.33430 -3.31983 5.12153  -0.54
H9 -3.22670 -3.02783 5.54853  0.38
H10 -3.39070 -3.73383 3.95353  0.32
H11 -3.03670 -2.03283 4.16153  0.36
H12 -1.05170 -4.29683 4.61153  0.30
H13 -1.05270 -2.80183 3.57853  0.12
H14 2.21030 -2.01383 7.22753  0.26
H15 0.68230 -1.13683 7.11753  0.55
H16 1.52730 -0.76783 5.84353  0.00
C9 -4.04570 3.76017 -0.76247  -1.46
C10 -2.68070 3.06617 -0.97347  0.73
O5 -1.80270 4.11617 -0.98647  -0.29
C11 -0.54970 3.96217 -1.29747  0.63
C12 0.46030 5.15017 -1.02847  -1.44
O6 -0.02270 2.86517 -1.72747  -0.24
H17 -4.87470 3.09817 -0.79747  0.30
H18 -4.39170 4.61217 -1.26347  0.43
H19 -3.99470 4.19317 0.28253  0.32
H20 -2.36470 2.25517 -0.27947  -0.13
H21 -2.51070 2.38317 -1.82347  0.11
H22 0.46130 5.97517 -1.75747  0.44
H23 1.43930 4.95517 -0.87147  0.21
H24 0.32730 5.80217 -0.19847  0.51
C13 -3.00470 -0.43783 -3.25847  -0.11
C14 -4.22070 -0.94783 -4.11847  -0.73
O7 -5.33670 -0.82283 -3.26147  0.03
C15 -6.53370 -0.96483 -3.84947  0.66
C16 -7.70770 -0.73883 -2.94147  -1.18
O8 -6.75270 -1.30883 -5.02247  -0.59
H25 -2.12770 -0.37983 -3.89747  0.48
H26 -2.62870 -1.27983 -2.53647  -0.35
H27 -3.29470 0.41717 -2.69147  -0.02
H28 -4.41170 -0.19683 -4.97347  0.43
H29 -4.19270 -1.99783 -4.40047  0.41
H30 -7.53270 0.20317 -2.62447  0.33
H31 -7.65370 -1.23883 -1.99847  0.29
H32 -8.66170 -0.97883 -3.36147  0.34
C17 3.09830 -0.73483 3.07053  -0.74
C18 2.48930 -1.71283 2.05353  -0.80
O9 1.71530 -0.96483 1.08953  0.24
C19 1.25330 -1.55983 -0.08447  0.30
C20 0.35730 -0.57483 -0.90447  0.91
O10 1.49730 -2.67683 -0.42147  -0.59
H33 3.58730 -1.28383 3.87753  0.60
H34 2.28830 -0.20283 3.63953  -0.21
H35 3.96730 -0.25783 2.60553  0.38
H36 3.28930 -2.20983 1.48953  0.05
H37 1.90030 -2.29183 2.50253  0.58
H38 0.37630 0.51017 -0.59947  -0.47
H39 -0.83170 -1.01783 -1.13847  -0.40
H40 0.70430 -0.60583 -1.99147  0.08
C21 -5.71070 -0.12183 0.85653  -0.91
C22 -4.25370 -0.53083 0.78353  0.73
C23 -3.96670 -2.01583 0.64453  -0.70
O11 -3.26770 0.31217 1.02853  -0.53
H41 -6.29670 -1.03983 0.58253  0.29
H42 -5.75270 0.63317 0.10553  0.15
H43 -6.12170 0.37817 1.77453  0.33
H44 -4.17970 -2.44283 1.72753  0.19
H45 -2.93070 -1.97983 0.65053  -0.10
H46 -4.42070 -2.59683 -0.10547  0.54
C24 3.03230 -0.57983 -4.46047  -0.43
C25 3.20830 0.97517 -4.55947  0.50
C26 2.06330 1.75017 -3.77047  -0.29
O12 4.22930 1.51517 -5.14747  -0.62
H47 4.01930 -1.00183 -5.01447  0.23
H48 2.02530 -1.03983 -5.01247  0.24
H49 3.17730 -0.68383 -3.50247  -0.09
H50 1.23130 1.45917 -4.30347  0.85
H51 2.18630 2.92117 -4.00547  0.11
H52 2.10230 1.48717 -2.66147  -0.49
C27 5.74130 -2.59183 -2.35047  -1.17
C28 6.03130 -1.37783 -1.63447  0.85
C29 6.21730 -1.55583 -0.19247  -0.59
O13 6.16630 -0.13483 -2.22047  -0.59
H53 5.20930 -3.45383 -2.10747  0.48
H54 6.79130 -3.04683 -2.60847  0.34
H55 5.64330 -2.53883 -3.51547  0.25
H56 5.40030 -2.04583 0.35253  -0.08
H57 6.40130 -0.45483 0.27953  0.18
H58 6.93930 -2.33683 0.08553  0.42
C30 3.71830 1.81817 -0.34947  1.11
C31 4.01330 3.24117 -0.81147  0.45
C32 4.01230 4.26317 0.31253  -1.23
O14 4.21230 3.50717 -2.07447  -0.61
H59 2.64030 1.90117 0.25353  -0.39
H60 4.66730 1.43217 0.27253  0.28
H61 3.54530 1.31317 -1.39647  -0.69
H62 3.12430 4.55917 0.91553  0.14
H63 4.17930 5.30117 -0.05647  0.35
H64 4.73730 3.84117 0.97853  0.49
C33 -3.60770 -4.28683 -3.17947  -0.80
C34 -2.14370 -4.08683 -2.98547  1.15
C35 -1.59670 -4.27883 -1.60347  -1.22
O15 -1.50170 -3.74883 -4.01547  -0.60
H65 -3.85570 -4.69583 -4.13047  0.32
H66 -4.08570 -3.34683 -3.10747  -0.23
H67 -4.07470 -4.82783 -2.38047  0.42
H68 -1.86170 -5.12683 -1.05547  0.56
H69 -1.76070 -3.43683 -0.86047  -0.04
H70 -0.58670 -4.34483 -1.68047  0.42

Cartesian forces (eV/Å) of the 3 atoms listed first:
-2.6 0.6 1.6
0.6 3.0 -0.2
0.5 -1.3 0.2

no.,gap between HOMO and LUMO (eV)
1,6.3
2,6.4
3,8.7